Computed, not measured: a molecular structure, C21H28F3N8O12PtS3, with ωB97M-V/def2-TZVPD.

gap between HOMO and LUMO	8.06	eV
energy above the lowest of the compared OMol25 structures with the same formula, charge and spin	5.9	kcal per mole
lowest unoccupied orbital energy	-3.956	eV
total charge	+1

Geometry as XYZ:
```
76
Properties=species:S:1:pos:R:3:forces:R:3:lowdin_charge:R:1
Pt 0.4912 0.0580 -0.3815 -0.03 0.04 0.10 1.614
N -1.4029 0.2677 0.3520 -0.02 0.08 -0.12 -0.053
N -1.8164 1.6030 0.0959 0.13 -0.04 0.00 0.081
C -0.9942 2.3826 -0.7392 -0.22 -0.12 -0.15 -0.637
O -1.2065 3.5348 -0.9505 0.06 0.04 0.09 0.156
O -0.0289 1.6804 -1.3491 0.10 0.02 0.04 -0.182
H -2.0572 -0.3927 -0.0618 -0.03 0.02 0.02 0.123
H -1.3446 0.0727 1.3622 0.04 0.03 0.05 0.079
H -2.1983 2.0831 0.8993 -0.06 0.00 -0.01 0.167
C 1.0758 -8.1242 -0.8175 0.00 0.00 0.00 -0.038
C 0.8588 -6.7324 -0.2963 0.00 0.01 0.01 -0.256
C 1.2954 -5.6235 -1.0148 0.00 -0.01 0.01 -0.024
C 1.1327 -4.3397 -0.5152 0.02 0.09 -0.10 -0.067
C 0.5253 -4.1503 0.7152 -0.01 -0.13 0.07 -0.269
C 0.0840 -5.2469 1.4509 -0.01 0.05 0.02 -0.034
C 0.2472 -6.5212 0.9400 0.02 0.00 -0.03 -0.015
S 0.2202 -2.5637 1.4221 -0.05 -0.13 0.06 0.552
O 0.6568 -2.5850 2.7746 -0.02 -0.01 0.06 -0.228
O 1.1049 -1.6278 0.5741 0.10 0.08 -0.26 -0.482
O -1.1709 -2.2310 1.1566 -0.01 0.04 0.04 -0.326
H 1.1236 -8.1388 -1.9054 0.00 0.00 0.00 0.081
H 0.2816 -8.7958 -0.4947 0.00 0.00 0.00 0.084
H 2.0184 -8.5253 -0.4402 0.00 0.00 0.00 0.094
H 1.7834 -5.7630 -1.9718 0.00 0.00 0.00 0.121
H 1.4883 -3.4960 -1.0918 -0.07 -0.08 0.04 0.081
H -0.3758 -5.0985 2.4193 0.01 0.00 0.00 0.127
H -0.0975 -7.3711 1.5155 0.00 0.00 0.00 0.124
N -1.9104 -3.9847 -2.9148 0.00 0.00 0.01 0.178
C -1.1894 -2.8513 -3.0177 0.01 0.01 0.01 -0.338
C -0.8709 -2.0997 -1.8700 -0.02 0.06 -0.03 -0.034
N -0.1403 -0.9975 -1.9959 0.05 0.01 -0.02 -0.078
C 0.2535 -0.5779 -3.2090 -0.02 -0.01 0.04 -0.088
C -0.0955 -1.3351 -4.3125 0.01 0.01 0.00 -0.060
N -0.7937 -2.4563 -4.2283 -0.01 -0.01 0.00 0.165
H -2.0717 -4.4163 -2.0216 -0.01 0.00 -0.02 0.116
H -2.0579 -4.5281 -3.7484 0.00 0.00 0.00 0.120
H -1.2018 -2.3827 -0.8801 0.06 -0.07 0.03 0.092
H 0.8264 0.3303 -3.2816 0.00 -0.01 -0.03 0.103
H 0.2239 -1.0167 -5.2963 0.00 0.01 0.00 0.128
C 4.5685 -0.8399 -7.3456 0.00 0.00 0.00 -0.096
C 5.0237 0.2630 -6.3977 -0.02 -0.01 0.00 -0.288
S 3.6322 0.8849 -5.4898 -0.01 0.05 -0.01 0.656
O 3.0637 -0.1922 -4.7011 -0.02 -0.02 -0.03 -0.309
O 2.7702 1.6190 -6.3722 0.00 -0.02 -0.01 -0.285
C 4.3089 2.0837 -4.3425 0.00 0.01 -0.02 -0.187
C 5.0093 1.5402 -3.1021 -0.01 -0.01 0.02 -0.097
N 4.1371 0.6742 -2.2919 0.01 -0.01 0.08 0.069
C 3.0554 1.1247 -1.6291 0.03 -0.06 0.00 -0.255
N 2.3797 0.0748 -1.1416 -0.07 0.07 -0.07 -0.029
C 3.0486 -1.0676 -1.4729 0.03 -0.05 0.03 0.004
C 4.1300 -0.7034 -2.1910 -0.01 0.04 -0.01 -0.126
N 5.0565 -1.6212 -2.7994 0.02 0.02 0.01 -0.315
O 6.0038 -1.1694 -3.4166 -0.02 0.03 -0.02 0.089
O 4.8119 -2.7935 -2.6423 -0.01 -0.01 -0.01 0.135
C 2.7439 2.5653 -1.4412 0.03 -0.01 0.01 0.038
H 5.4266 -1.1980 -7.9109 0.00 0.00 0.00 0.088
H 3.8244 -0.4678 -8.0478 0.00 0.00 0.00 0.085
H 4.1482 -1.6777 -6.7919 0.00 0.00 0.00 0.080
H 5.4382 1.1187 -6.9319 0.00 0.00 0.00 0.113
H 5.7450 -0.1019 -5.6665 0.03 -0.02 0.03 0.089
H 3.4428 2.6969 -4.0899 0.01 0.00 -0.01 0.098
H 4.9950 2.7167 -4.9068 0.00 0.01 0.01 0.124
H 5.3123 2.3783 -2.4763 0.02 -0.01 0.00 0.135
H 5.8968 0.9733 -3.3504 0.00 -0.03 0.00 0.116
H 2.7332 -2.0456 -1.1602 0.05 0.08 -0.03 0.110
H 3.6703 3.1266 -1.3238 -0.01 0.01 -0.01 0.103
H 2.1437 2.7017 -0.5495 -0.02 0.00 0.04 0.075
H 2.1859 2.9751 -2.2828 -0.04 -0.03 0.01 0.103
F 2.1052 0.0260 4.4815 -0.01 0.02 0.01 0.183
C 2.3825 0.4857 3.2775 -0.01 -0.03 -0.09 -0.671
F 2.8063 -0.5045 2.4991 -0.01 0.05 0.06 0.144
F 3.3341 1.4079 3.3521 -0.01 0.01 -0.02 0.162
S 0.8553 1.2588 2.5587 -0.02 -0.07 -0.27 0.619
O 0.7945 2.5888 3.0477 0.00 -0.03 0.06 -0.205
O -0.2303 0.3403 2.7863 0.08 0.13 0.09 -0.280
O 1.1961 1.2919 1.0528 -0.02 -0.08 0.24 -0.446
```
Forces are in eV/Å.